(1)
DFT (the ωB97M-V functional and the def2-TZVPD basis) results for a cluster of 6 separate species, C36H90N6O12 in total.

Each line ends with the Mulliken charge.
Geometry (Å):
C  -1.199  -3.002  -2.480  -1.06
O  -1.028  -1.591  -2.637  -0.09
C  -0.878  -0.926  -1.477  -0.65
C  0.321  -1.293  -0.585  -0.38
N  1.609  -0.839  -1.115  -0.30
C  1.822  0.645  -1.114  -0.04
C  3.293  0.785  -1.533  -0.51
O  3.486  2.108  -1.999  -0.37
C  3.185  2.300  -3.455  -0.52
H  -1.561  -3.434  -3.414  0.26
H  -1.957  -3.146  -1.710  0.42
H  -0.221  -3.416  -2.233  0.36
H  -1.720  -1.106  -0.808  0.15
H  -1.008  0.129  -1.717  0.52
H  0.269  -2.371  -0.435  0.42
H  0.239  -0.683  0.315  -0.09
H  1.489  -1.138  -2.072  0.27
H  1.632  1.038  -0.115  0.09
H  1.177  1.075  -1.881  0.11
H  3.613  0.093  -2.312  0.40
H  3.960  0.597  -0.691  0.29
H  3.931  1.665  -3.934  0.26
H  3.406  3.336  -3.714  0.29
H  2.202  1.885  -3.677  0.11
C  3.922  11.212  3.955  -0.81
O  3.689  9.810  3.913  -0.37
C  4.644  8.932  3.227  -0.70
C  3.986  7.549  3.046  -0.45
N  2.868  7.856  2.127  -0.42
C  1.873  6.807  2.138  -0.76
C  2.321  5.518  1.540  -0.33
O  2.157  4.389  2.278  -0.35
C  2.807  3.240  1.621  -0.40
H  3.117  11.733  4.474  0.26
H  3.929  11.666  2.964  0.33
H  4.773  11.574  4.530  0.32
H  5.581  8.794  3.767  0.43
H  4.814  9.419  2.267  0.35
H  3.640  7.083  3.969  0.33
H  4.644  6.949  2.419  0.35
H  2.598  8.732  2.552  0.27
H  1.210  7.306  1.431  0.39
H  1.388  6.645  3.101  0.33
H  3.353  5.596  1.199  0.43
H  1.679  5.433  0.663  0.22
H  2.534  3.218  0.566  0.39
H  2.514  2.238  1.936  -0.01
H  3.888  3.233  1.757  0.20
C  0.996  -0.167  3.493  -0.64
O  2.329  0.060  3.816  -0.42
C  2.504  1.124  4.621  -0.57
C  3.865  1.688  4.871  -0.63
N  4.564  0.820  5.811  -0.38
C  5.785  1.467  6.220  -0.62
C  6.685  0.754  7.173  -0.72
O  7.312  -0.345  6.394  -0.33
C  8.080  -1.322  7.169  -0.71
H  0.401  -0.818  4.133  0.40
H  0.904  -0.644  2.518  0.11
H  0.365  0.720  3.430  0.32
H  2.078  0.810  5.573  0.36
H  1.907  1.968  4.273  0.42
H  3.804  2.580  5.494  0.36
H  4.394  1.915  3.945  0.35
H  5.057  0.171  5.214  0.29
H  5.521  2.439  6.636  0.45
H  6.412  1.585  5.336  0.36
H  6.125  0.336  8.009  0.37
H  7.468  1.423  7.531  0.41
H  8.592  -2.210  6.798  0.27
H  7.449  -1.693  7.978  0.28
H  8.755  -0.605  7.635  0.29
C  1.579  -0.380  -5.585  -0.72
O  1.809  -0.355  -6.973  -0.43
C  2.549  -1.489  -7.502  -0.61
C  1.806  -2.848  -7.499  -0.31
N  2.497  -3.765  -8.379  -0.35
C  1.842  -5.059  -8.553  -0.97
C  0.525  -5.015  -9.293  -0.31
O  0.726  -4.372  -10.587  -0.32
C  -0.486  -4.189  -11.365  -0.74
H  0.915  -1.196  -5.300  0.23
H  1.080  0.472  -5.122  0.39
H  2.532  -0.434  -5.059  0.34
H  3.552  -1.577  -7.085  0.36
H  2.607  -1.163  -8.541  0.28
H  0.794  -2.643  -7.846  0.24
H  1.678  -3.135  -6.455  0.28
H  2.608  -3.425  -9.324  0.35
H  1.801  -5.620  -7.619  0.39
H  2.518  -5.680  -9.141  0.36
H  -0.222  -4.401  -8.790  0.29
H  0.191  -6.011  -9.581  0.44
H  0.008  -4.109  -12.333  0.25
H  -0.999  -3.257  -11.129  0.26
H  -1.097  -5.092  -11.378  0.31
C  -2.359  -2.644  9.311  -0.85
O  -3.026  -1.919  8.306  -0.26
C  -4.412  -2.123  8.366  -0.62
C  -5.018  -1.274  7.305  -0.81
N  -4.984  -1.829  5.939  -0.34
C  -3.677  -2.278  5.525  -0.36
C  -3.566  -2.393  4.029  -0.72
O  -3.717  -1.180  3.252  -0.35
C  -3.691  -1.464  1.858  -0.76
H  -1.288  -2.451  9.243  0.28
H  -2.468  -3.721  9.439  0.32
H  -2.659  -2.149  10.234  0.33
H  -4.740  -1.803  9.355  0.53
H  -4.784  -3.139  8.242  0.32
H  -4.789  -0.218  7.450  0.32
H  -6.055  -1.237  7.640  0.45
H  -5.522  -1.297  5.271  0.28
H  -3.334  -3.184  6.024  0.24
H  -2.861  -1.597  5.770  0.32
H  -4.203  -3.149  3.570  0.39
H  -2.545  -2.773  4.029  0.32
H  -3.777  -0.569  1.242  0.28
H  -4.508  -2.168  1.700  0.38
H  -2.833  -2.047  1.522  0.32
C  -10.339  -4.867  -3.656  -0.74
O  -9.323  -4.386  -4.476  -0.30
C  -8.288  -3.695  -3.672  -0.45
C  -7.248  -3.114  -4.708  -0.64
N  -6.115  -2.619  -3.892  -0.21
C  -4.857  -2.266  -4.582  -0.92
C  -3.934  -1.437  -3.693  0.06
O  -4.678  -0.248  -3.404  -0.41
C  -3.973  0.969  -3.679  -0.60
H  -9.985  -5.598  -2.929  0.31
H  -10.994  -5.416  -4.332  0.26
H  -10.858  -4.149  -3.022  0.30
H  -7.794  -4.531  -3.177  0.34
H  -8.634  -2.902  -3.009  0.31
H  -7.748  -2.412  -5.375  0.31
H  -6.785  -3.850  -5.366  0.30
H  -6.223  -1.817  -3.288  0.30
H  -4.997  -1.900  -5.599  0.36
H  -4.370  -3.198  -4.868  0.39
H  -3.100  -1.287  -4.379  0.27
H  -3.625  -1.767  -2.701  0.09
H  -4.593  1.765  -3.268  0.29
H  -3.856  1.360  -4.690  0.31
H  -3.028  1.014  -3.138  0.10

As for the total charge: 0. As for the energy relative to the best compared isomer or geometry (same formula, charge and spin): 393.7 kcal per mole. For the electronic energy, the calculation gives -72287.678 eV. For the HOMO energy, the calculation gives -8.48 eV. The calculation puts the LUMO energy at 0.433 eV.



(2)
DFT (the ωB97M-V functional and the def2-TZVPD basis) results for a structure of composition C36H90N6O16STi.

Each line ends with the Mulliken charge.
Geometry (Å):
Ti  46.920  -4.251  -1.270  1.36
S  48.263  -5.106  -4.076  0.97
O  48.632  -3.680  -3.943  -0.83
O  47.609  -5.635  -2.878  -0.87
O  47.431  -5.297  -5.264  -0.89
O  49.372  -5.861  -4.591  -0.72
C  49.927  0.908  0.517  -0.87
O  49.372  -0.315  0.951  -0.13
C  48.315  -0.808  0.159  1.19
C  48.787  -1.162  -1.236  -1.90
N  47.889  -2.011  -2.013  1.94
C  46.749  -1.230  -2.395  -0.83
C  45.754  -2.043  -3.258  -1.18
O  45.102  -3.121  -2.528  0.15
C  44.525  -4.071  -3.400  -0.91
H  50.799  1.191  1.106  0.28
H  49.178  1.697  0.582  0.34
H  50.226  0.890  -0.531  0.23
H  47.486  -0.101  0.151  0.31
H  47.862  -1.687  0.617  -1.21
H  49.705  -1.748  -1.177  0.34
H  49.139  -0.363  -1.889  0.53
H  48.304  -2.559  -2.753  -0.14
H  47.098  -0.408  -3.020  0.46
H  46.308  -0.843  -1.476  0.10
H  46.201  -2.349  -4.204  0.43
H  44.984  -1.280  -3.370  0.45
H  45.241  -4.565  -4.057  0.02
H  43.786  -3.536  -3.996  0.57
H  43.987  -4.809  -2.804  0.16
C  42.272  -1.230  4.441  -0.52
O  43.117  -0.090  4.788  -0.36
C  44.119  -0.237  5.765  -0.81
C  44.998  -1.497  5.587  -0.61
N  45.969  -1.364  4.495  -0.09
C  46.969  -2.343  4.703  -0.62
C  48.186  -1.859  3.904  0.45
O  49.161  -2.921  4.007  -0.42
C  50.417  -2.588  3.309  -0.79
H  41.549  -0.813  3.740  0.24
H  41.773  -1.609  5.333  0.36
H  42.792  -2.014  3.890  0.07
H  43.639  -0.362  6.735  0.43
H  44.736  0.662  5.788  0.34
H  44.431  -2.410  5.403  0.31
H  45.520  -1.545  6.543  0.42
H  45.435  -1.439  3.641  0.28
H  46.617  -3.308  4.338  0.01
H  47.316  -2.473  5.728  0.61
H  48.544  -0.903  4.287  0.57
H  47.981  -1.691  2.847  -0.68
H  50.245  -2.054  2.375  0.18
H  51.091  -3.435  3.182  0.33
H  50.906  -1.834  3.926  0.37
C  44.581  -0.262  1.581  -0.93
O  44.637  -1.654  1.710  -0.12
C  44.554  -2.336  0.461  -0.57
C  44.385  -3.893  0.575  -1.25
N  45.595  -4.664  0.658  1.22
C  46.423  -4.276  1.776  0.45
C  47.728  -4.989  1.720  -1.57
O  48.447  -4.596  0.538  1.23
C  49.829  -4.929  0.607  -0.71
H  45.119  0.020  0.676  0.37
H  45.087  0.149  2.454  0.30
H  43.551  0.069  1.447  0.24
H  45.552  -2.141  0.070  -0.33
H  43.839  -1.918  -0.248  0.68
H  43.850  -4.236  -0.311  0.32
H  43.737  -4.136  1.417  0.72
H  45.381  -5.648  0.729  -0.71
H  45.950  -4.593  2.705  0.28
H  46.676  -3.216  1.772  -0.80
H  47.591  -6.062  1.858  0.37
H  48.262  -4.669  2.615  0.59
H  50.339  -4.745  1.553  0.15
H  50.341  -4.464  -0.236  -0.18
H  49.850  -6.012  0.487  0.21
C  51.512  -10.664  -0.113  -0.80
O  51.166  -9.577  -0.945  -0.26
C  49.771  -9.573  -1.120  -0.78
C  49.309  -8.274  -1.748  0.56
N  47.823  -8.269  -1.727  -0.40
C  47.190  -7.832  -0.418  -0.08
C  45.675  -7.771  -0.425  -0.14
O  45.244  -7.436  0.866  -0.51
C  43.861  -7.650  1.050  -0.89
H  51.227  -11.628  -0.535  0.30
H  51.237  -10.594  0.939  0.32
H  52.599  -10.666  -0.041  0.26
H  49.290  -9.537  -0.143  0.33
H  49.421  -10.452  -1.661  0.35
H  49.771  -8.360  -2.732  0.51
H  49.785  -7.430  -1.250  -0.66
H  47.581  -7.508  -2.345  0.28
H  47.493  -6.807  -0.208  -0.27
H  47.519  -8.423  0.437  0.41
H  45.203  -8.683  -0.789  0.72
H  45.353  -6.951  -1.068  -0.63
H  43.479  -8.603  0.684  0.38
H  43.243  -6.883  0.582  0.25
H  43.600  -7.645  2.109  0.28
C  43.936  -8.168  -3.346  -0.22
O  42.836  -7.609  -4.096  -0.43
C  43.203  -7.054  -5.404  -0.23
C  41.839  -6.589  -6.019  -1.01
N  41.439  -5.242  -5.511  -0.03
C  40.227  -4.671  -6.173  -0.80
C  39.712  -3.482  -5.390  -0.55
O  39.180  -3.820  -4.123  -0.32
C  38.657  -2.640  -3.421  -0.80
H  44.622  -8.734  -3.977  0.30
H  43.580  -8.768  -2.508  0.25
H  44.479  -7.332  -2.906  -0.15
H  43.633  -7.852  -6.009  0.45
H  43.930  -6.247  -5.316  0.15
H  41.174  -7.439  -5.865  0.38
H  42.081  -6.447  -7.073  0.44
H  41.258  -5.355  -4.524  0.19
H  39.410  -5.384  -6.282  0.40
H  40.365  -4.288  -7.185  0.34
H  38.873  -3.156  -6.005  0.39
H  40.412  -2.646  -5.363  0.37
H  39.497  -1.998  -3.157  0.30
H  38.059  -2.787  -2.521  0.29
H  38.095  -1.922  -4.019  0.33
C  52.166  -5.918  -2.648  -0.64
O  52.435  -4.631  -3.202  -0.46
C  52.668  -3.626  -2.229  0.52
C  53.169  -2.258  -2.807  -0.95
N  52.430  -2.036  -4.073  -0.01
C  52.321  -0.642  -4.402  -0.51
C  51.398  -0.407  -5.629  -0.81
O  50.135  -1.076  -5.598  0.00
C  49.263  -0.732  -6.586  -0.91
H  52.204  -6.610  -3.490  0.27
H  51.185  -5.976  -2.176  0.06
H  52.982  -6.196  -1.983  0.48
H  53.134  -3.961  -1.303  0.49
H  51.645  -3.478  -1.884  -0.64
H  54.249  -2.242  -2.952  0.39
H  52.923  -1.545  -2.020  0.36
H  52.949  -2.584  -4.744  0.19
H  53.282  -0.129  -4.386  0.42
H  51.761  -0.165  -3.597  0.06
H  51.856  -0.771  -6.549  0.43
H  51.358  0.682  -5.643  0.40
H  49.055  0.335  -6.495  0.39
H  48.299  -1.223  -6.446  0.15
H  49.711  -0.795  -7.577  0.33

As for the total charge: -1. As for the multiplicity: 4. For the electronic energy, the calculation gives -114431.879 eV. For the HOMO energy (alpha / beta), the calculation gives -1.05 / -3.28 eV. The expectation value of S² is 3.75. The calculation puts the LUMO energy (alpha / beta) at 1.967 / 1.935 eV.